84
Properties=species:S:1:pos:R:3:lowdin_charge:R:1 method="wB97M-V/def2-TZVPD" lumo_ev=-8.714 multiplicity=1 e_above_lowest_ev=0.0000 total_charge=+2 molar_mass_g_mol=950.37
O -4.801 -1.655 5.113 -0.231
V -5.824 -0.706 4.399 1.159
O -7.055 -1.637 3.997 -0.211
O 1.985 -1.504 4.891 -0.203
V 0.466 -1.409 4.601 1.124
O -0.359 -2.384 5.480 -0.233
O -6.076 3.637 -0.497 -0.191
V -5.512 3.461 0.926 1.143
O -4.641 4.749 1.325 -0.268
O 1.894 3.892 1.406 -0.210
V 0.494 3.135 1.380 1.127
O -0.555 4.131 0.744 -0.229
C -2.123 1.285 0.741 0.019
C -1.071 0.507 1.211 -0.263
C -1.268 -0.688 2.111 -0.307
O -0.232 -1.319 2.530 -0.059
C -2.526 -0.910 2.582 0.036
C -3.680 -0.187 2.104 -0.219
C -3.455 0.965 1.043 -0.251
O -4.439 1.641 0.652 -0.062
O -4.816 -0.402 2.551 -0.037
O 0.107 0.960 0.994 -0.051
H -1.907 2.152 0.136 0.120
H -2.602 -1.646 3.374 0.125
F 5.520 0.315 6.233 0.106
C 4.875 0.489 5.093 -0.283
C 4.819 -0.564 4.175 0.005
C 4.078 -0.387 3.005 -0.082
C 3.399 0.803 2.807 -0.122
C 3.412 1.821 3.741 -0.099
C 4.208 1.682 4.858 -0.003
H 5.436 -1.429 4.378 0.129
H 4.147 -1.089 2.186 0.107
H 2.835 0.924 1.887 0.066
H 2.774 2.684 3.606 0.076
H 4.267 2.490 5.577 0.126
F -2.232 -7.134 3.756 0.093
C -1.843 -6.234 2.859 -0.288
C -0.753 -6.537 2.052 -0.010
C -0.337 -5.667 1.083 -0.063
C -1.117 -4.513 0.816 -0.093
C -2.180 -4.210 1.634 -0.113
C -2.535 -5.057 2.688 -0.011
H -0.359 -7.546 2.005 0.130
H 0.472 -5.866 0.395 0.110
H -0.902 -3.868 -0.027 0.100
H -2.650 -3.260 1.419 0.080
H -3.359 -4.777 3.333 0.113
F 3.034 2.456 -0.900 0.026
C 3.805 1.360 -1.133 -0.284
C 3.359 0.133 -0.706 -0.041
C 4.183 -0.963 -0.989 -0.092
C 5.282 -0.901 -1.830 -0.066
C 5.720 0.381 -2.203 -0.057
C 4.931 1.489 -1.933 -0.012
H 2.374 -0.052 -0.299 0.101
H 3.969 -1.958 -0.611 0.105
H 5.860 -1.785 -2.052 0.108
H 6.630 0.560 -2.759 0.113
H 5.209 2.431 -2.386 0.124
F -3.096 -0.231 -6.682 0.092
C -2.988 -0.192 -5.357 -0.288
C -1.708 -0.265 -4.825 0.009
C -1.529 -0.134 -3.443 -0.079
C -2.633 0.070 -2.623 -0.109
C -3.897 0.228 -3.169 -0.079
C -4.048 0.125 -4.558 -0.011
H -0.844 -0.422 -5.454 0.122
H -0.529 -0.216 -3.042 0.101
H -2.516 0.063 -1.546 0.067
H -4.794 0.476 -2.621 0.097
H -5.027 0.410 -4.924 0.123
F 0.054 2.714 -2.140 0.006
C 0.284 2.990 -3.459 -0.287
C -0.572 3.852 -4.112 -0.010
C -0.385 4.038 -5.490 -0.066
C 0.546 3.291 -6.179 -0.083
C 1.429 2.457 -5.501 -0.062
C 1.314 2.340 -4.107 -0.023
H -1.367 4.371 -3.598 0.114
H -1.045 4.745 -5.972 0.110
H 0.695 3.352 -7.249 0.110
H 2.288 1.941 -5.903 0.110
H 2.032 1.708 -3.598 0.106

***

80
Properties=species:S:1:pos:R:3:lowdin_charge:R:1 method="wB97M-V/def2-TZVPD" lumo_ev="-5.462 / -5.464" multiplicity=1 e_above_lowest_ev=2.4407 total_charge=+1 molar_mass_g_mol=883.61
Ru -0.300 0.076 0.024 1.197
O -1.173 -4.010 0.581 0.138
C -0.750 -3.029 0.029 -0.359
N -1.293 -1.733 0.237 0.037
C -2.532 -1.654 0.782 -0.184
C -3.526 -2.679 0.796 -0.002
C -4.724 -2.422 1.376 -0.038
C -5.005 -1.158 1.981 -0.029
C -4.081 -0.159 1.995 0.000
C -2.828 -0.393 1.390 -0.194
N -1.793 0.478 1.318 0.004
C -1.592 1.433 2.312 -0.395
O -2.218 1.532 3.334 0.145
C -0.522 2.399 1.940 -0.188
C -0.324 3.523 2.713 0.042
C 0.573 4.480 2.275 0.000
C 1.232 4.276 1.075 -0.012
C 1.004 3.108 0.379 -0.143
N 0.149 2.164 0.802 0.000
C 0.343 -3.137 -0.978 -0.198
C 0.767 -4.394 -1.379 0.028
C 1.649 -4.475 -2.440 -0.024
C 2.067 -3.298 -3.044 -0.026
C 1.612 -2.092 -2.541 -0.120
N 0.760 -2.003 -1.516 0.089
H -3.329 -3.630 0.335 0.115
H -5.489 -3.188 1.371 0.117
H -5.977 -0.986 2.426 0.117
H -4.296 0.793 2.453 0.118
H -0.882 3.618 3.634 0.137
H 0.745 5.379 2.852 0.126
H 1.927 5.003 0.678 0.125
H 1.524 2.933 -0.553 0.110
H 0.389 -5.264 -0.861 0.129
H 1.997 -5.435 -2.797 0.120
H 2.738 -3.305 -3.894 0.116
H 1.943 -1.166 -2.994 0.089
N 1.637 0.544 -0.945 -0.016
C 1.601 1.136 -2.275 -0.325
C 2.760 1.220 -3.033 -0.028
C 2.730 1.830 -4.278 -0.041
C 1.544 2.367 -4.771 -0.050
C 0.386 2.279 -4.017 -0.056
C 0.399 1.641 -2.776 -0.302
P -1.110 1.432 -1.792 1.079
C -2.254 2.803 -2.091 -0.338
C -3.233 2.739 -3.082 -0.076
C -4.062 3.832 -3.292 -0.052
C -3.931 4.976 -2.514 -0.055
C -2.958 5.043 -1.528 -0.061
C -2.121 3.959 -1.317 -0.080
C -2.029 0.040 -2.589 -0.374
C -3.280 -0.289 -2.064 -0.125
C -3.984 -1.373 -2.563 -0.067
C -3.439 -2.152 -3.580 -0.066
C -2.201 -1.825 -4.107 -0.062
C -1.502 -0.722 -3.619 -0.091
H 2.352 -0.171 -0.831 0.090
H 1.912 1.241 -0.257 0.034
H 3.688 0.823 -2.636 0.132
H 3.641 1.900 -4.860 0.118
H 1.526 2.856 -5.738 0.117
H -0.543 2.688 -4.401 0.117
H -3.347 1.856 -3.692 0.109
H -4.817 3.786 -4.067 0.115
H -4.591 5.818 -2.679 0.115
H -2.853 5.935 -0.923 0.114
H -1.361 4.013 -0.545 0.086
H -3.713 0.314 -1.272 0.112
H -4.956 -1.617 -2.152 0.113
H -3.989 -3.001 -3.968 0.111
H -1.776 -2.423 -4.904 0.111
H -0.547 -0.452 -4.058 0.099
F 1.004 -0.496 1.650 -0.338
As 2.561 -0.184 2.516 0.716
F 2.749 1.280 1.586 -0.241
F 1.641 0.714 3.643 -0.208
F 4.036 0.096 3.310 -0.196
F 2.275 -1.645 3.342 -0.199
F 3.302 -1.016 1.203 -0.231

***

86
Properties=species:S:1:pos:R:3:lowdin_charge:R:1 method="wB97M-V/def2-TZVPD" lumo_ev=3.803 multiplicity=1 e_above_lowest_ev=0.0964 total_charge=-2 molar_mass_g_mol=1093.61
Ba 0.822 0.273 0.280 1.671
O -2.042 4.123 -3.595 0.029
C -1.359 4.864 -2.706 -0.280
C -1.434 6.254 -2.818 -0.035
C -0.758 7.065 -1.925 -0.113
C 0.005 6.506 -0.906 -0.110
C 0.081 5.129 -0.797 -0.026
C -0.589 4.292 -1.682 -0.074
C -0.458 2.819 -1.514 -0.483
O 0.259 2.370 -0.581 -0.398
N -1.114 2.053 -2.374 -0.001
N -0.926 0.708 -2.075 -0.132
C -1.368 -0.103 -2.947 -0.919
S -1.059 -1.824 -2.739 0.885
C -2.353 -2.334 -3.905 -0.523
C -2.304 -1.359 -5.071 -0.536
S -2.255 0.335 -4.412 0.907
H -1.900 3.165 -3.348 0.044
H -2.035 6.664 -3.618 0.106
H -0.828 8.142 -2.025 0.090
H 0.536 7.138 -0.206 0.089
H 0.670 4.659 -0.020 0.115
H -3.331 -2.318 -3.422 0.083
H -2.138 -3.351 -4.234 0.049
H -3.188 -1.448 -5.702 0.069
H -1.414 -1.536 -5.676 0.073
Cl 0.053 2.007 3.215 0.550
C 0.708 0.470 3.893 -0.701
C 1.215 -0.442 3.012 -0.353
C 1.691 -1.607 3.558 -0.711
Cl 2.368 -2.813 2.441 0.590
C 1.692 -1.877 4.919 -0.717
Cl 2.318 -3.352 5.564 0.632
C 1.168 -0.907 5.779 -0.711
Cl 1.151 -1.191 7.485 0.621
C 0.663 0.291 5.270 -0.720
Cl 0.015 1.483 6.341 0.627
N 7.231 0.149 -0.565 0.135
C 5.950 0.463 -0.185 -0.508
N 4.958 -0.225 -0.737 0.219
N 5.815 1.408 0.721 0.087
C 4.573 1.639 1.120 -0.376
N 3.508 1.888 1.504 0.126
H 7.352 -0.227 -1.490 0.094
H 7.908 0.839 -0.286 0.092
H 5.097 -0.929 -1.443 0.111
H 3.985 0.007 -0.562 0.057
S -2.109 -6.665 -4.436 0.495
C -2.352 -6.217 -2.836 -1.098
S -1.229 -5.200 -1.978 0.911
C -2.323 -5.119 -0.606 -1.203
N -3.392 -5.841 -0.772 -0.010
N -3.389 -6.461 -2.017 -0.160
C -4.543 -7.227 -2.310 -0.204
C -4.473 -8.362 -3.111 -0.056
C -5.625 -9.091 -3.356 -0.096
C -6.838 -8.704 -2.807 -0.117
C -6.895 -7.580 -1.997 -0.099
C -5.753 -6.839 -1.742 -0.018
S -1.937 -4.162 0.743 0.431
H -3.528 -8.657 -3.539 0.057
H -5.566 -9.973 -3.981 0.096
H -7.734 -9.280 -3.005 0.090
H -7.834 -7.273 -1.555 0.095
H -5.775 -5.973 -1.099 0.106
N -1.805 -0.628 0.913 -0.069
H -2.459 -0.176 0.281 0.019
H -2.118 -0.445 1.860 0.022
H -1.909 -1.632 0.750 -0.084
C 3.968 -4.335 -3.252 -0.112
C 3.259 -4.202 -2.041 -0.096
C 2.740 -2.988 -1.685 -0.059
C 2.880 -1.836 -2.503 -0.269
C 2.320 -0.585 -2.071 -0.260
C 2.471 0.446 -2.980 -0.184
C 3.151 0.321 -4.214 -0.110
C 3.718 -0.866 -4.581 -0.081
C 3.588 -1.990 -3.727 -0.206
C 4.127 -3.254 -4.072 -0.069
H 4.375 -5.299 -3.536 0.088
H 3.114 -5.064 -1.401 0.096
H 2.186 -2.885 -0.758 0.084
H 2.061 1.433 -2.765 0.072
H 3.225 1.181 -4.873 0.089
H 4.248 -0.976 -5.522 0.092
H 4.659 -3.352 -5.014 0.097